Formula: CH2N3
Source: the OMol25 dataset
Level of theory: the ωB97M-V functional and the def2-TZVPD basis

Values from the calculation:
2S+1 = 1
Energy relative to the best compared isomer or geometry (same formula, charge and spin) = 52.3 kcal per mole
Total charge = +1
SMILES = [H]/N=C/[N+]#N
HOMO-LUMO gap = 0.419 Ha
E_LUMO = -7.14 eV
Total energy = -203.18350 Ha

The geometry in XYZ format:
```
6
Properties=species:S:1:pos:R:3:forces:R:3
H -0.4687 0.2644 -1.6937 0.504 0.397 -0.725
N 0.1958 0.3408 -0.9143 -0.597 0.550 -3.988
C -0.3730 -0.2148 0.0043 -2.991 -0.397 0.625
N 0.5302 -0.0157 1.0495 -0.013 -0.925 1.799
N 1.5224 0.2109 1.3982 2.144 0.483 1.963
H -1.4066 -0.5856 0.1560 0.953 -0.108 0.325
```
Forces are in eV/Å.